# 1
12
Properties=species:S:1:pos:R:3 method="wB97M-V/def2-TZVPD" homo_lumo_gap_ev=9.558 total_charge=0 e_lumo_ev=0.92
N -2.15 -0.33 -0.03
N 0.13 0.04 -0.11
N -0.03 1.39 -0.07
C -0.95 -0.77 -0.07
C 1.45 -0.55 0.04
H -2.24 0.53 0.43
H -0.65 1.68 -0.82
H 1.61 -1.27 -0.91
H -0.26 1.82 0.72
H 1.54 -1.02 0.98
H 2.19 0.35 -0.08
H -0.67 -1.88 -0.07

=====

# 2
13
Properties=species:S:1:pos:R:3 method="wB97M-V/def2-TZVPD" homo_lumo_gap_ev=6.752 total_charge=-1 e_lumo_ev=4.40
S 0.48 -0.01 -1.43
N -0.55 -0.99 2.46
C 0.74 0.88 -2.97
C -0.95 -1.69 1.46
C -0.06 0.37 2.08
H -0.74 1.15 2.45
H -0.88 -1.41 0.38
H 1.71 1.31 -2.92
H 0.57 0.23 -3.84
H 0.14 0.55 1.04
H 0.01 1.68 -3.06
H 0.85 0.62 2.64
H -1.34 -2.69 1.72

=====

# 3
20
Properties=species:S:1:pos:R:3 method="wB97M-V/def2-TZVPD" homo_lumo_gap_ev=10.787 smiles="C=NC.O.O.O.O" total_charge=0 e_lumo_ev=0.34
O 2.34 0.86 -1.72
O -1.75 2.38 -0.04
O -0.58 -2.27 -1.12
O -0.96 0.30 -3.05
N -0.03 0.45 1.72
C 1.09 -0.41 1.58
C -0.93 0.05 2.61
H 1.63 0.00 0.56
H -0.25 -3.14 -1.48
H -1.25 2.16 0.67
H -0.30 -0.44 -2.94
H 0.82 -1.48 1.36
H 2.98 1.56 -1.39
H -1.22 1.99 -0.77
H -1.07 -0.85 3.17
H -1.78 -0.28 -3.05
H 1.85 -0.41 2.38
H -0.49 -2.41 -0.24
H 1.67 1.21 -1.09
H -1.76 0.73 2.85

=====

# 4
37
Properties=species:S:1:pos:R:3 method="wB97M-V/def2-TZVPD" homo_lumo_gap_ev=9.245 smiles="CCC(=CC[S@@](=N)(=O)C(C)(C)C)CC" total_charge=0 e_lumo_ev=0.68
S -0.95 0.37 -0.96
O -1.68 1.64 -0.91
N -1.11 -0.51 0.28
C -1.26 -0.35 -2.66
C -0.41 -1.62 -2.93
C -2.71 -0.70 -2.58
C 1.48 0.37 0.27
C 0.92 0.96 -0.94
C 2.17 -0.05 3.79
C -0.89 0.76 -3.55
C 1.02 0.45 1.54
C -1.06 1.15 2.79
C 0.29 1.54 2.25
C 1.63 -0.57 2.46
H 1.40 0.65 -1.81
H 2.72 -0.78 4.29
H 0.67 -1.32 -3.01
H -1.78 1.84 2.46
H -0.61 -2.27 -2.13
H 1.21 0.28 4.26
H 0.86 -1.36 2.56
H 0.21 2.50 1.61
H 0.07 0.95 -3.41
H -1.20 1.18 3.94
H -0.92 0.42 -4.63
H -3.27 0.14 -2.65
H 1.03 1.95 3.05
H -1.26 0.16 2.36
H -3.13 -1.29 -3.45
H 2.06 -0.47 0.09
H -0.68 -2.18 -3.84
H 2.78 0.73 3.49
H -0.39 -1.25 0.36
H -1.70 1.55 -3.45
H 0.75 2.10 -0.88
H -3.03 -1.09 -1.61
H 2.36 -1.25 2.01

=====

Computed largest force on an atom, in the same sequence as the records: 0.10335 0.03286 0.10399 0.11435 Eh/bohr.
Computed relative energy (zero: lowest compared OMol25 entry of this formula, charge and spin), in the same sequence as the records: 56.4 30.7 64.4 105.2 kcal per mole.
Computed HOMO level, in the same sequence as the records: -0.3174 -0.0864 -0.3840 -0.3149 Eh.